No. 1
83
Properties=species:S:1:pos:R:3:lowdin_charge:R:1 method="wB97M-V/def2-TZVPD" multiplicity=2 fmax_ha_per_bohr=0.01366 e_tot_ev=-61963.7660 total_charge=-1 orbital_gap_ev="4.67 / 6.27" s_squared=0.768 relative_energy_kcal_mol=24.4
Hg 0.73 -0.30 -0.51 1.205
C -2.89 1.98 -3.44 -0.060
C -1.62 1.50 -3.01 -0.113
N -1.49 0.42 -2.30 0.105
C -2.58 -0.29 -1.94 -0.185
C -3.89 0.12 -2.29 -0.200
C -4.00 1.29 -3.08 -0.044
C -5.00 -0.62 -1.83 -0.088
C -4.78 -1.72 -1.04 -0.107
C -3.49 -2.16 -0.71 -0.047
C -2.35 -1.50 -1.16 -0.245
N -1.06 -1.86 -0.87 0.002
C -0.67 -3.15 -0.85 -0.252
C -1.32 -4.22 -1.50 -0.044
C -0.82 -5.53 -1.45 -0.108
C 0.32 -5.85 -0.76 -0.085
C 1.04 -4.81 -0.13 -0.171
C 2.25 -5.04 0.59 -0.027
C 2.91 -4.00 1.17 -0.043
C 2.38 -2.70 1.01 -0.119
N 1.27 -2.46 0.37 0.051
C 0.58 -3.48 -0.19 -0.153
H -2.95 2.88 -4.04 0.097
H -0.70 2.03 -3.26 0.102
H -4.99 1.63 -3.37 0.108
H -6.00 -0.30 -2.10 0.097
H -5.62 -2.28 -0.66 0.096
H -3.37 -3.03 -0.09 0.109
H -2.22 -4.03 -2.06 0.099
H -1.37 -6.30 -1.97 0.095
H 0.70 -6.86 -0.71 0.095
H 2.63 -6.05 0.65 0.109
H 3.83 -4.14 1.72 0.101
H 2.90 -1.84 1.42 0.084
C -2.53 3.78 3.79 -0.079
O -1.62 3.94 2.71 -0.027
C -1.74 3.13 1.62 -0.574
O -0.82 2.98 0.87 0.113
N -2.99 2.53 1.48 -0.017
N -3.07 1.66 0.38 0.052
H -2.08 4.32 4.63 0.091
H -2.64 2.73 4.06 0.088
H -3.51 4.22 3.58 0.080
H -3.77 3.17 1.63 0.135
H -2.97 2.16 -0.50 0.086
H -3.94 1.14 0.39 0.090
N -1.31 0.03 2.15 0.160
C -0.05 0.26 2.60 -0.484
N 0.05 0.46 3.92 0.135
C 1.30 0.71 4.33 -0.501
N 1.43 1.04 5.67 0.108
N 2.39 0.69 3.60 0.149
C 2.22 0.41 2.28 -0.306
N 0.96 0.26 1.74 0.075
C 3.35 0.25 1.47 -0.302
C 4.66 0.49 1.97 -0.039
C 5.73 0.32 1.13 -0.111
C 5.53 -0.07 -0.20 -0.100
C 4.22 -0.29 -0.61 -0.161
N 3.17 -0.16 0.19 -0.015
H -2.05 0.05 2.82 0.091
H -1.50 0.00 1.16 0.045
H 0.68 0.70 6.24 0.072
H 2.36 0.89 6.03 0.080
H 4.78 0.80 3.00 0.090
H 6.73 0.51 1.50 0.090
H 6.35 -0.19 -0.89 0.081
H 4.00 -0.57 -1.63 0.105
C 1.15 -1.33 -3.73 -0.067
C 1.54 0.10 -3.53 -0.434
C 1.93 1.04 -4.46 -0.105
C 2.14 2.25 -3.74 -0.108
C 1.87 1.98 -2.41 -0.417
C 1.96 2.88 -1.22 -0.050
N 1.50 0.67 -2.30 -0.082
H 1.43 -1.66 -4.73 0.067
H 0.08 -1.48 -3.60 0.054
H 1.65 -1.98 -3.01 0.060
H 2.06 0.87 -5.52 0.075
H 2.48 3.20 -4.14 0.075
H 2.32 3.86 -1.51 0.069
H 2.64 2.47 -0.47 0.060
H 0.99 3.01 -0.73 0.041

=====

No. 2
72
Properties=species:S:1:pos:R:3:lowdin_charge:R:1 method="wB97M-V/def2-TZVPD" fmax_ha_per_bohr=0.05187 e_tot_ev=-42320.1458 total_charge=+1 orbital_gap_ev=3.60 relative_energy_kcal_mol=31.3
C -1.35 2.16 3.18 -0.023
O -2.00 1.83 1.95 -0.149
C -1.60 2.19 0.72 -0.213
C -0.70 3.32 0.54 -0.191
C 0.40 3.19 -0.32 -0.106
C 1.28 4.25 -0.51 -0.105
C 1.08 5.45 0.16 -0.090
C -0.02 5.61 1.01 -0.072
C -0.92 4.56 1.20 -0.029
C -2.37 1.59 -0.30 -0.122
N -2.34 1.78 -1.66 -0.015
C -1.70 2.83 -2.41 -0.010
C -3.20 0.87 -2.27 -0.158
C -3.88 0.21 -1.27 -0.158
C -4.86 -0.73 -1.54 -0.012
C -5.13 -1.01 -2.89 -0.082
C -4.42 -0.35 -3.92 -0.084
C -3.44 0.61 -3.62 -0.013
N -3.38 0.69 -0.06 -0.009
C -3.98 0.36 1.21 -0.011
H -2.14 2.14 3.94 0.108
H -0.63 1.36 3.37 0.063
H -0.86 3.14 3.16 0.087
H 0.54 2.24 -0.86 0.105
H 2.11 4.14 -1.22 0.108
H 1.78 6.27 0.01 0.104
H -0.20 6.56 1.52 0.111
H -1.82 4.68 1.82 0.129
H -2.28 2.95 -3.33 0.093
H -1.72 3.78 -1.84 0.108
H -0.67 2.58 -2.68 0.092
H -5.38 -1.25 -0.73 0.106
H -5.88 -1.75 -3.16 0.104
H -4.63 -0.60 -4.96 0.104
H -2.87 1.13 -4.39 0.109
H -4.86 -0.25 0.98 0.080
H -3.29 -0.23 1.83 0.098
H -4.30 1.27 1.74 0.110
C 4.04 2.92 0.62 0.008
C 3.27 2.74 1.86 -0.177
N 3.55 3.50 2.95 0.183
C 2.85 3.03 4.07 -0.176
C 2.13 1.89 3.66 -0.119
C 1.38 1.19 4.60 -0.050
C 1.26 1.71 5.89 -0.051
C 1.90 2.91 6.25 -0.057
C 2.73 3.58 5.34 0.000
C 2.30 1.76 2.21 -0.084
C 1.56 0.93 1.36 0.086
C 1.19 -0.41 1.67 -0.203
C 1.86 -1.19 2.67 -0.014
C 1.41 -2.47 2.97 -0.018
C 0.34 -3.02 2.26 -0.248
C -0.19 -4.36 2.66 -0.041
C -0.27 -2.30 1.22 -0.016
C 0.19 -1.04 0.89 0.003
H 3.83 2.08 -0.05 0.101
H 3.77 3.85 0.10 0.078
H 5.12 2.97 0.84 0.109
H 4.22 4.26 2.94 0.181
H 0.87 0.27 4.30 0.102
H 0.65 1.18 6.62 0.112
H 1.77 3.31 7.26 0.112
H 3.29 4.48 5.58 0.119
H 1.54 1.17 0.30 0.106
H 2.75 -0.80 3.17 0.131
H 1.90 -3.07 3.74 0.130
H -0.91 -4.73 1.91 0.085
H 0.64 -5.07 2.74 0.092
H -0.69 -4.32 3.64 0.099
H -1.09 -2.74 0.65 0.125
H -0.16 -0.50 0.01 0.122

=====

No. 3
85
Properties=species:S:1:pos:R:3:lowdin_charge:R:1 method="wB97M-V/def2-TZVPD" fmax_ha_per_bohr=0.01326 e_tot_ev=-92445.0894 total_charge=-2 orbital_gap_ev=6.60 relative_energy_kcal_mol=18.8
Ag 0.77 2.74 0.23 0.687
C 0.76 3.63 5.68 -0.112
C 0.49 5.07 5.26 -0.324
N 1.23 5.52 4.10 -0.057
C 0.92 5.11 2.80 -0.875
S -0.55 4.35 2.42 0.550
N 1.85 5.48 1.93 -0.065
N 1.84 4.88 0.73 -0.043
C 2.17 5.60 -0.28 -0.297
C 2.35 7.09 -0.18 -0.055
C 2.43 4.90 -1.56 -0.226
C 2.81 5.59 -2.71 -0.036
C 3.07 4.89 -3.87 -0.092
C 3.00 3.51 -3.86 -0.073
C 2.63 2.89 -2.67 -0.122
N 2.33 3.57 -1.56 0.078
H 0.13 3.35 6.52 0.062
H 1.81 3.49 5.97 0.063
H 0.54 2.96 4.85 0.045
H 0.74 5.75 6.08 0.095
H -0.57 5.18 5.03 0.070
H 2.23 5.62 4.23 0.107
H 1.80 7.44 0.69 0.061
H 1.97 7.60 -1.07 0.060
H 3.40 7.36 -0.05 0.081
H 2.89 6.67 -2.70 0.090
H 3.34 5.41 -4.78 0.095
H 3.21 2.91 -4.74 0.095
H 2.58 1.81 -2.58 0.097
C -5.36 -4.26 -3.59 -0.072
C -4.11 -3.95 -2.79 -0.254
C -2.97 -4.73 -2.98 -0.090
C -1.81 -4.44 -2.29 -0.097
C -1.76 -3.38 -1.40 -0.043
C -2.89 -2.60 -1.18 -0.191
N -2.91 -1.51 -0.33 0.100
C -1.95 -1.18 0.64 -0.174
C -1.35 -2.16 1.42 -0.031
C -0.49 -1.82 2.46 -0.118
C -0.22 -0.49 2.73 -0.083
C -0.80 0.49 1.94 -0.056
C -1.65 0.18 0.89 -0.068
C -2.23 1.31 0.03 -0.622
O -3.39 1.12 -0.43 -0.055
O -1.52 2.32 -0.21 -0.129
C -4.09 -2.89 -1.88 -0.168
C -5.29 -2.03 -1.62 -0.040
H -5.17 -5.07 -4.29 0.063
H -5.68 -3.38 -4.16 0.077
H -6.19 -4.56 -2.95 0.073
H -3.01 -5.56 -3.68 0.090
H -0.91 -5.03 -2.47 0.094
H -0.82 -3.12 -0.91 0.081
H -3.40 -0.65 -0.62 0.095
H -1.57 -3.21 1.22 0.101
H -0.04 -2.61 3.06 0.062
H 0.44 -0.22 3.54 0.097
H -0.61 1.53 2.16 0.039
H -5.42 -1.88 -0.54 0.085
H -6.21 -2.47 -2.02 0.057
H -5.17 -1.03 -2.05 0.091
N -0.04 -6.48 1.61 0.080
C 0.86 -5.47 1.22 -0.330
C 1.54 -5.56 0.01 -0.050
C 2.43 -4.57 -0.37 -0.080
C 2.65 -3.49 0.46 -0.293
C 2.00 -3.40 1.68 -0.062
C 1.11 -4.39 2.06 -0.064
S 3.76 -2.17 0.01 0.509
O 4.30 -2.54 -1.28 -0.373
O 4.69 -2.06 1.11 -0.344
N 2.86 -0.87 0.01 -0.136
C 1.93 -0.60 -0.93 -0.667
S 1.41 -1.71 -2.24 0.975
C 0.23 -0.55 -2.76 -0.431
C 0.30 0.54 -1.97 -0.303
N 1.23 0.52 -0.95 -0.021
H -0.46 -6.97 0.82 0.073
H -0.76 -6.15 2.23 0.074
H 1.36 -6.41 -0.64 0.102
H 2.94 -4.61 -1.32 0.105
H 2.18 -2.54 2.31 0.117
H 0.58 -4.32 3.01 0.100
H -0.44 -0.75 -3.58 0.052
H -0.33 1.41 -2.08 0.093

=====

No. 4
85
Properties=species:S:1:pos:R:3:lowdin_charge:R:1 method="wB97M-V/def2-TZVPD" fmax_ha_per_bohr=0.00972 e_tot_ev=-172598.5982 total_charge=-2 orbital_gap_ev=6.21 relative_energy_kcal_mol=32.3
Ca 0.30 0.48 -2.31 1.409
Br -2.92 5.33 4.79 0.696
C -1.12 4.73 4.82 -0.702
C -0.36 4.82 3.67 -0.115
C 0.95 4.38 3.69 -0.021
C 1.50 3.85 4.86 -0.301
C 0.72 3.80 6.01 -0.055
C -0.60 4.22 5.99 -0.140
N 2.89 3.53 5.00 0.032
N 3.55 2.93 4.12 0.034
C 3.02 2.25 3.02 -0.278
C 3.83 2.32 1.89 -0.048
C 3.45 1.87 0.64 -0.019
C 2.19 1.27 0.44 -0.363
O 1.79 0.83 -0.66 -0.179
C 1.35 1.09 1.65 -0.134
N 0.19 0.43 1.46 0.138
C -0.54 0.13 2.51 -0.136
C -0.14 0.41 3.83 -0.053
C 1.02 1.10 4.03 -0.028
C 1.79 1.52 2.92 -0.118
H -0.78 5.21 2.76 0.104
H 1.55 4.43 2.78 0.123
H 1.16 3.41 6.92 0.108
H -1.21 4.16 6.89 0.093
H 4.79 2.80 2.02 0.103
H 4.10 1.98 -0.22 0.102
H -1.48 -0.38 2.31 0.096
H -0.74 0.07 4.66 0.098
H 1.37 1.30 5.03 0.105
C 4.57 -3.70 -5.48 -0.085
C 4.47 -2.24 -5.10 -0.350
O 3.30 -2.05 -4.31 -0.293
P 2.28 -0.81 -4.46 0.068
O 1.09 -1.19 -3.62 -0.502
Te 1.98 -0.23 -6.74 0.323
O 2.96 0.37 -3.59 -0.320
C 3.72 1.46 -4.14 -0.319
C 2.89 2.72 -4.26 -0.089
H 5.45 -3.88 -6.09 0.068
H 3.69 -4.00 -6.04 0.077
H 4.63 -4.33 -4.59 0.071
H 4.41 -1.61 -6.00 0.033
H 5.33 -1.92 -4.51 0.114
H 4.12 1.15 -5.11 0.060
H 4.55 1.60 -3.45 0.110
H 2.27 2.69 -5.16 0.048
H 3.55 3.59 -4.32 0.072
H 2.22 2.83 -3.41 0.061
Cl -4.58 -1.60 -2.81 -0.635
C -1.54 2.27 -4.82 -0.075
C -0.89 3.18 -3.79 -0.644
C -1.96 3.98 -3.02 -0.088
O -0.11 2.46 -2.92 -0.475
H -2.14 2.83 -5.55 0.068
H -2.21 1.55 -4.34 0.078
H -0.78 1.71 -5.37 0.047
H -0.28 3.92 -4.35 0.117
H -2.66 3.29 -2.55 0.069
H -2.52 4.65 -3.68 0.062
H -1.49 4.57 -2.24 0.063
N -2.63 -4.93 1.73 0.166
C -3.47 -5.55 2.63 -0.197
C -3.41 -6.78 3.28 -0.036
C -4.45 -7.08 4.14 -0.120
C -5.51 -6.18 4.35 -0.116
C -5.56 -4.96 3.70 -0.023
C -4.52 -4.64 2.83 -0.230
N -4.32 -3.51 2.06 0.185
C -3.20 -3.72 1.42 -0.255
C -2.56 -2.78 0.49 -0.146
C -1.31 -3.05 -0.07 -0.010
C -0.73 -2.10 -0.88 -0.134
N -1.32 -0.94 -1.17 -0.029
C -2.55 -0.73 -0.72 -0.216
C -3.20 -1.60 0.15 -0.061
H -1.78 -5.29 1.35 0.143
H -2.59 -7.47 3.12 0.102
H -4.45 -8.02 4.67 0.090
H -6.30 -6.45 5.03 0.090
H -6.37 -4.27 3.85 0.107
H -0.76 -3.97 0.11 0.097
H 0.26 -2.26 -1.30 0.106
H -3.02 0.20 -1.00 0.096
H -4.18 -1.38 0.52 0.111

=====

No. 5
88
Properties=species:S:1:pos:R:3:lowdin_charge:R:1 method="wB97M-V/def2-TZVPD" fmax_ha_per_bohr=0.00944 e_tot_ev=-139672.1102 total_charge=-2 orbital_gap_ev=6.78 relative_energy_kcal_mol=45.7
Cd 0.00 -0.05 0.16 1.440
O -0.11 4.45 -0.03 -0.057
C -0.45 3.25 0.02 -0.525
N 0.31 2.23 0.42 -0.031
C 1.61 2.68 0.91 -0.202
C 2.83 2.10 0.21 -0.296
C 4.07 2.11 0.85 -0.070
C 5.15 1.54 0.23 -0.068
C 4.99 0.97 -1.03 -0.070
C 3.74 1.06 -1.62 -0.140
N 2.69 1.63 -1.02 0.099
C -1.90 3.00 -0.32 -0.208
C -2.81 4.03 -0.07 -0.020
C -4.15 3.83 -0.35 -0.085
C -4.54 2.61 -0.88 -0.085
C -3.56 1.66 -1.12 -0.162
N -2.28 1.85 -0.84 0.102
H 1.70 2.46 1.98 0.089
H 1.66 3.76 0.79 0.109
H 4.16 2.52 1.85 0.113
H 6.12 1.50 0.72 0.105
H 5.80 0.46 -1.53 0.097
H 3.56 0.65 -2.60 0.100
H -2.44 4.97 0.32 0.105
H -4.88 4.61 -0.16 0.094
H -5.58 2.39 -1.10 0.093
H -3.82 0.69 -1.54 0.104
O 4.41 -2.91 4.90 -0.074
C 5.06 -2.69 3.85 -0.722
O 6.21 -3.04 3.52 -0.053
C 4.27 -1.84 2.85 -0.115
C 3.84 -0.57 3.23 -0.012
C 2.98 0.13 2.42 -0.182
N 2.48 -0.36 1.28 0.081
C 2.92 -1.55 0.88 -0.208
C 3.83 -2.31 1.62 0.040
C 2.35 -2.06 -0.44 -0.636
O 3.11 -2.68 -1.19 0.001
O 1.12 -1.78 -0.66 -0.180
H 4.17 -0.15 4.18 0.113
H 2.62 1.11 2.71 0.077
H 4.15 -3.27 1.23 0.127
C 0.26 -2.99 2.74 0.011
C 0.11 -1.60 3.28 -0.384
N -0.33 -0.54 2.64 0.045
C -0.33 0.49 3.55 -0.162
C 0.13 0.05 4.75 -0.112
N 0.39 -1.29 4.57 0.102
H -0.28 -3.07 1.80 0.057
H -0.16 -3.70 3.46 0.080
H 1.31 -3.23 2.58 0.077
H -0.66 1.48 3.26 0.093
H 0.27 0.54 5.70 0.095
H 0.88 -1.90 5.20 0.156
C -1.08 -1.87 -2.93 -0.059
N -0.81 -0.83 -3.91 -0.167
C -1.85 -0.67 -4.91 -0.084
C -0.09 0.27 -3.48 -0.442
N 0.25 0.42 -2.27 0.130
N 0.25 1.19 -4.52 -0.185
C 0.65 2.50 -4.04 -0.083
C 1.18 0.64 -5.49 -0.082
H -1.33 -2.79 -3.46 0.083
H -1.91 -1.61 -2.26 0.080
H -0.20 -2.04 -2.31 0.054
H -2.83 -0.52 -4.43 0.081
H -1.91 -1.58 -5.52 0.077
H -1.64 0.18 -5.54 0.071
H 0.89 1.18 -2.08 0.002
H 1.67 2.52 -3.63 0.077
H -0.03 2.84 -3.27 0.088
H 0.61 3.20 -4.88 0.079
H 0.86 -0.36 -5.78 0.079
H 2.20 0.57 -5.09 0.083
H 1.21 1.27 -6.38 0.077
Br -6.85 -4.87 2.15 0.668
C -6.01 -3.19 1.82 -0.668
C -6.74 -2.03 1.99 -0.226
N -6.22 -0.83 1.76 0.058
C -4.95 -0.76 1.37 -0.080
C -4.14 -1.88 1.17 -0.093
C -4.69 -3.13 1.40 -0.056
C -2.69 -1.76 0.67 -0.658
O -2.10 -2.83 0.45 -0.014
O -2.30 -0.57 0.54 -0.146
H -7.78 -2.07 2.31 0.089
H -4.53 0.22 1.19 0.105
H -4.08 -4.01 1.24 0.114

=====

No. 6
80
Properties=species:S:1:pos:R:3:lowdin_charge:R:1 method="wB97M-V/def2-TZVPD" multiplicity=8 fmax_ha_per_bohr=0.04220 e_tot_ev=-221421.5343 total_charge=0 orbital_gap_ev="6.55 / 5.43" s_squared=15.782 relative_energy_kcal_mol=0.0
Eu -19.59 3.93 -5.48 1.303
O -20.50 -0.24 -3.98 0.034
C -20.01 0.77 -4.47 -0.551
N -20.64 1.91 -4.75 -0.118
C -22.07 1.81 -4.65 -0.191
C -22.79 2.99 -5.24 -0.268
C -24.15 2.93 -5.57 -0.035
C -24.72 3.98 -6.25 -0.052
C -23.94 5.10 -6.52 -0.040
C -22.61 5.12 -6.15 -0.131
N -22.07 4.09 -5.51 -0.037
C -18.55 0.83 -4.91 -0.221
C -17.75 -0.28 -4.83 -0.001
C -16.41 -0.20 -5.22 -0.032
C -15.96 1.04 -5.65 -0.046
C -16.84 2.10 -5.78 -0.173
N -18.10 1.99 -5.38 -0.080
H -22.40 1.65 -3.63 0.106
H -22.47 0.92 -5.19 0.142
H -24.71 2.03 -5.34 0.125
H -25.78 3.96 -6.50 0.117
H -24.38 5.94 -7.06 0.112
H -21.97 5.97 -6.33 0.091
H -18.17 -1.20 -4.45 0.125
H -15.80 -1.09 -5.18 0.112
H -14.93 1.16 -5.95 0.104
H -16.52 3.06 -6.16 0.090
S -18.69 6.08 -6.83 0.421
C -19.23 5.81 -8.44 -0.771
C -19.25 6.89 -9.35 -0.138
C -19.72 6.68 -10.65 -0.111
C -20.14 5.41 -11.08 -0.124
C -20.09 4.35 -10.24 -0.151
C -19.63 4.54 -8.92 -0.766
S -19.53 3.19 -7.90 0.525
H -18.89 7.88 -9.02 0.096
H -19.74 7.50 -11.35 0.089
H -20.48 5.27 -12.10 0.093
H -20.39 3.33 -10.52 0.097
Cl -18.44 3.05 -2.25 0.592
C -17.04 4.13 -2.28 -0.922
Cl -16.96 4.82 -3.91 0.548
H -16.13 3.56 -2.10 0.043
H -17.14 4.94 -1.55 0.001
C -24.29 3.96 -2.25 -0.224
Ge -22.60 4.40 -1.30 0.759
C -21.63 2.85 -0.51 -0.238
C -22.88 5.98 -0.13 -0.274
Ge -21.13 5.87 -2.68 0.920
C -19.57 6.46 -1.68 -0.382
C -18.67 7.39 -2.24 -0.115
C -17.51 7.74 -1.54 -0.088
C -17.25 7.21 -0.29 -0.098
C -18.12 6.26 0.25 -0.100
C -19.26 5.90 -0.44 -0.173
C -21.92 7.25 -3.73 -0.399
C -23.30 7.46 -3.65 -0.136
C -23.95 8.41 -4.44 -0.083
C -23.19 9.18 -5.33 -0.084
C -21.83 8.94 -5.48 -0.064
C -21.22 7.95 -4.71 -0.160
H -25.11 3.89 -1.54 0.022
H -24.19 3.02 -2.76 -0.011
H -24.56 4.68 -2.99 -0.005
H -22.29 2.46 0.28 0.023
H -20.69 3.17 -0.05 -0.011
H -21.46 2.10 -1.28 0.003
H -23.46 5.81 0.79 0.022
H -23.40 6.74 -0.71 0.002
H -21.94 6.45 0.16 -0.001
H -18.86 7.84 -3.20 0.084
H -16.81 8.42 -1.97 0.102
H -16.34 7.46 0.23 0.106
H -17.89 5.83 1.22 0.108
H -19.94 5.18 0.00 0.066
H -23.87 6.85 -2.94 0.069
H -25.04 8.52 -4.43 0.106
H -23.68 9.94 -5.91 0.100
H -21.24 9.46 -6.23 0.106
H -20.17 7.70 -4.88 0.042